1.
An isolated molecule of C2H3ClN2 in a non-equilibrium geometry, computed with the ωB97M-V functional and the def2-TZVPD basis.

XYZ file:
```
8
Properties=species:S:1:pos:R:3:lowdin_spin:R:1
C 1.480 -0.357 0.452 0.647
C 0.111 -0.039 0.088 0.125
N 2.577 -0.459 0.017 0.143
N 3.722 -0.830 -0.170 0.488
Cl 4.961 0.375 0.003 0.540
H 0.075 0.892 -0.483 0.020
H -0.510 0.066 0.977 0.013
H -0.293 -0.842 -0.529 0.024
```

* HOMO (spin up / spin down): -5.661 / -9.970 eV
* spin multiplicity: 3
* ΔE to the lowest compared entry with this formula, charge and spin: 44.0 kcal per mole
* <S²>: 2.05


2.
A structure of composition C15H21CrN7OPSe3Te, computed with the ωB97M-V functional and the def2-TZVPD basis.

XYZ file:
```
50
Properties=species:S:1:pos:R:3:lowdin_spin:R:1
Cr -1.143 0.759 0.061 2.088
C 2.555 -2.127 -2.919 0.000
N 1.585 -1.082 -2.652 0.005
C 0.970 -0.289 -3.580 0.001
C 0.090 0.495 -2.894 0.009
N 0.159 0.189 -1.570 0.008
C 1.061 -0.764 -1.441 0.006
P 1.604 -1.435 0.149 -0.006
C 1.675 0.165 1.031 -0.007
N 0.700 1.060 1.103 -0.003
C 1.166 2.092 1.863 -0.001
C 2.442 1.820 2.264 0.002
N 2.760 0.602 1.733 -0.006
C 4.047 -0.060 1.848 -0.001
C -0.008 -1.955 0.791 -0.004
N -1.064 -1.169 0.890 -0.004
C -2.041 -1.895 1.503 -0.002
C -1.572 -3.149 1.764 0.001
N -0.285 -3.184 1.306 -0.007
C 0.582 -4.347 1.285 -0.001
H 2.778 -2.139 -3.982 0.000
H 2.154 -3.099 -2.637 0.000
H 3.477 -1.947 -2.367 0.000
H 1.183 -0.372 -4.631 0.000
H -0.595 1.234 -3.267 0.006
H 0.558 2.953 2.079 0.000
H 3.140 2.374 2.867 0.000
H 4.563 0.317 2.727 0.000
H 4.663 0.129 0.969 0.000
H 3.909 -1.133 1.954 0.000
H -3.018 -1.480 1.683 0.000
H -2.042 -4.014 2.198 0.000
H 0.133 -5.127 1.893 0.000
H 1.560 -4.102 1.695 0.000
H 0.704 -4.720 0.268 0.000
Se -3.488 1.637 -3.060 0.327
Se -3.067 0.590 -4.945 0.550
Te -2.469 -2.138 -2.419 0.024
Se -3.135 -0.057 -1.245 0.011
N -2.384 4.659 -0.552 -0.003
C -1.994 3.477 -0.033 -0.005
O -1.251 2.734 -0.682 0.015
C -2.444 3.109 1.355 -0.002
C -2.381 1.588 1.565 -0.006
H -2.154 4.861 -1.511 0.000
H -3.090 5.209 -0.099 0.000
H -3.422 3.565 1.549 -0.001
H -1.746 3.625 2.025 0.000
H -3.390 1.171 1.488 0.005
H -2.030 1.368 2.579 0.004
```

* HOMO (spin up / spin down): -5.836 / -5.018 eV
* spin multiplicity: 4
* <S²>: 3.82


Energy in eV, matching the order above: -17618.704 -269417.569